## one
{
  "formula": "C4H12",
  "method": "ωB97M-V/def2-TZVPD",
  "e_homo_ev": -11.482,
  "homo_lumo_gap_ev": 12.50,
  "e_lumo_ev": 1.023,
  "smiles": "CC.CC",
  "elements": ["C", "C", "H", "H", "H", "H", "H", "H", "C", "C", "H", "H", "H", "H", "H", "H"],
  "xyz": [[-0.760, 0.898, -2.618], [-0.247, 2.143, -1.811], [-1.405, 1.148, -3.354], [0.162, 0.501, -3.135], [-1.200, 0.208, -1.890], [-1.060, 2.637, -1.460], [0.285, 2.774, -2.473], [0.373, 1.841, -0.937], [0.983, -1.180, 1.849], [-0.099, -1.939, 2.552], [1.985, -1.490, 2.336], [1.022, -1.297, 0.794], [1.064, -0.145, 1.873], [-0.111, -1.571, 3.574], [-1.000, -1.554, 2.114], [0.008, -2.975, 2.586]],
  "mulliken_charge": [-0.83, -0.83, 0.37, 0.22, 0.24, 0.32, 0.30, 0.21, -0.95, -0.78, 0.24, 0.31, 0.36, 0.25, 0.26, 0.31]
}


## two
{
  "formula": "C4H12",
  "method": "ωB97M-V/def2-TZVPD",
  "e_homo_ev": -10.908,
  "homo_lumo_gap_ev": 12.02,
  "e_lumo_ev": 1.112,
  "smiles": "CC.CC",
  "elements": ["C", "C", "H", "H", "H", "H", "H", "H", "C", "C", "H", "H", "H", "H", "H", "H"],
  "xyz": [[1.332, -2.031, 0.260], [-0.104, -1.999, 0.595], [1.720, -1.078, -0.031], [1.930, -2.485, 1.034], [1.317, -2.604, -0.685], [-0.371, -2.349, 1.575], [-0.795, -2.483, -0.244], [-0.175, -0.823, 0.725], [-1.302, 1.833, -0.317], [0.137, 2.130, -0.462], [-1.619, 1.411, -1.363], [-1.524, 1.145, 0.493], [-1.834, 2.734, -0.127], [0.613, 1.353, -1.085], [0.619, 2.029, 0.496], [0.058, 3.218, -0.862]],
  "mulliken_charge": [-0.81, -0.40, 0.26, 0.28, 0.23, 0.29, 0.21, -0.07, -0.82, -0.66, 0.19, 0.27, 0.34, 0.19, 0.21, 0.28]
}


## three
{
  "formula": "C4H12",
  "method": "ωB97M-V/def2-TZVPD",
  "e_homo_ev": -11.377,
  "homo_lumo_gap_ev": 12.56,
  "e_lumo_ev": 1.178,
  "smiles": "CC.CC",
  "elements": ["C", "C", "H", "H", "H", "H", "H", "H", "C", "C", "H", "H", "H", "H", "H", "H"],
  "xyz": [[0.366, 2.504, -1.745], [-0.309, 1.248, -1.178], [0.088, 2.715, -2.771], [0.259, 3.342, -1.072], [1.450, 2.338, -1.684], [0.315, 0.396, -1.417], [-0.462, 1.317, -0.097], [-1.313, 1.060, -1.559], [0.477, -1.474, 1.036], [-0.569, -2.242, 1.809], [1.378, -1.338, 1.644], [0.778, -2.006, 0.139], [0.190, -0.432, 0.843], [-0.274, -3.293, 1.894], [-1.567, -2.290, 1.362], [-0.808, -1.846, 2.797]],
  "mulliken_charge": [-0.91, -0.73, 0.28, 0.28, 0.27, 0.24, 0.21, 0.34, -0.37, -0.96, 0.28, 0.29, -0.08, 0.28, 0.30, 0.29]
}


## four
{
  "formula": "C4H12",
  "method": "ωB97M-V/def2-TZVPD",
  "e_homo_ev": -11.754,
  "homo_lumo_gap_ev": 12.88,
  "e_lumo_ev": 1.123,
  "smiles": "CC.CC",
  "elements": ["C", "C", "H", "H", "H", "H", "H", "H", "C", "C", "H", "H", "H", "H", "H", "H"],
  "xyz": [[-0.904, 1.352, 0.859], [-2.160, 2.206, 0.926], [0.009, 1.917, 1.083], [-0.915, 0.549, 1.597], [-0.766, 0.877, -0.111], [-2.078, 3.054, 0.245], [-3.057, 1.664, 0.615], [-2.301, 2.627, 1.922], [1.029, -1.216, -0.818], [2.038, -2.343, -1.006], [0.158, -1.561, -0.261], [1.404, -0.387, -0.212], [0.673, -0.783, -1.756], [2.567, -2.548, -0.075], [2.780, -2.141, -1.778], [1.524, -3.267, -1.230]],
  "mulliken_charge": [-0.69, -0.98, 0.31, 0.31, 0.18, 0.29, 0.30, 0.29, -0.76, -0.97, 0.28, 0.26, 0.31, 0.29, 0.30, 0.28]
}


Stability comparison, relative energies in kJ/mol: one 83.5; two 138.5; three 22.8; four 0.0


## one
{
  "formula": "C4H7ClN2",
  "method": "ωB97M-V/def2-TZVPD",
  "e_homo_ev": -9.510,
  "homo_lumo_gap_ev": 10.36,
  "e_lumo_ev": 0.846,
  "smiles": "C/C=N/N=C(/C)Cl",
  "elements": ["C", "C", "C", "C", "N", "N", "Cl", "H", "H", "H", "H", "H", "H", "H"],
  "xyz": [[-0.478, -1.098, -0.437], [0.555, 1.070, 0.632], [-1.221, -2.396, -0.567], [1.534, 2.093, 0.890], [-1.058, 0.028, -0.467], [-0.233, 1.038, -0.327], [0.458, 0.004, 2.116], [0.576, -1.129, -0.516], [-1.374, -2.770, -1.619], [-2.135, -2.121, -0.127], [-0.687, -3.147, -0.090], [1.127, 3.076, 1.156], [2.109, 2.259, -0.035], [2.246, 1.799, 1.661]],
  "mulliken_charge": [0.03, 0.62, -1.03, -1.01, -0.36, -0.30, -0.22, 0.51, 0.26, 0.28, 0.34, 0.26, 0.26, 0.37]
}


## two
{
  "formula": "C4H7ClN2",
  "method": "ωB97M-V/def2-TZVPD",
  "e_homo_ev": -9.307,
  "homo_lumo_gap_ev": 10.10,
  "e_lumo_ev": 0.792,
  "smiles": "CN1CN=C[C@H]1Cl",
  "elements": ["C", "C", "C", "C", "N", "N", "Cl", "H", "H", "H", "H", "H", "H", "H"],
  "xyz": [[-0.896, 1.248, -1.643], [-0.503, -0.804, -1.010], [-0.239, 1.360, -0.310], [0.611, -0.396, 1.190], [-1.065, 0.052, -2.008], [0.244, 0.079, -0.117], [-1.704, 1.814, 0.854], [-1.260, 2.085, -2.210], [-1.319, -1.340, -0.503], [0.164, -1.539, -1.471], [0.460, 2.166, -0.113], [1.287, 0.323, 1.649], [-0.262, -0.523, 1.840], [1.123, -1.351, 1.085]],
  "mulliken_charge": [-0.18, -0.46, -0.11, -0.92, -0.48, 0.00, -0.28, 0.40, 0.32, 0.32, 0.42, 0.31, 0.36, 0.31]
}


Stability comparison, relative energies in kJ/mol: one 145.8; two 0.0


## one
{
  "formula": "C4H12N4",
  "method": "ωB97M-V/def2-TZVPD",
  "e_homo_ev": -8.366,
  "homo_lumo_gap_ev": 8.27,
  "e_lumo_ev": -0.095,
  "smiles": "[H]/N=N\\C(=C)C.NCN",
  "elements": ["C", "N", "N", "H", "H", "H", "H", "H", "H", "C", "C", "C", "N", "N", "H", "H", "H", "H", "H", "H"],
  "xyz": [[-1.898, 0.653, 0.472], [-2.172, 1.175, 1.787], [-1.725, 1.734, -0.447], [-1.761, 1.412, -1.406], [-0.813, 2.177, -0.287], [-2.189, 0.431, 2.476], [-1.459, 1.848, 2.048], [-2.737, 0.024, 0.155], [-0.926, 0.022, 0.490], [0.761, -2.116, 0.039], [1.434, -0.846, -0.386], [2.529, -0.810, -1.152], [0.937, 0.302, 0.229], [0.979, 1.435, -0.278], [1.259, 1.452, -1.283], [0.633, -2.116, 1.119], [-0.225, -2.198, -0.419], [1.352, -2.980, -0.253], [3.037, 0.114, -1.379], [2.983, -1.710, -1.527]],
  "mulliken_charge": [0.06, -0.63, -0.72, 0.25, 0.38, 0.23, 0.22, 0.38, 0.00, -1.27, 0.81, -0.85, 0.11, -0.70, 0.21, 0.31, 0.28, 0.37, 0.30, 0.26]
}


## two
{
  "formula": "C4H12N4",
  "method": "ωB97M-V/def2-TZVPD",
  "e_homo_ev": -8.736,
  "homo_lumo_gap_ev": 9.75,
  "e_lumo_ev": 1.016,
  "smiles": "[H]/N=C(/C)N.C/C=N\\N",
  "elements": ["C", "C", "N", "N", "H", "H", "H", "H", "H", "H", "C", "N", "C", "N", "H", "H", "H", "H", "H", "H"],
  "xyz": [[-0.017, 1.421, -1.954], [0.368, 1.289, -0.508], [-0.514, 1.905, 0.388], [1.571, 0.979, -0.222], [-0.313, 1.785, 1.371], [-1.464, 2.063, 0.088], [1.767, 0.969, 0.777], [0.775, 1.026, -2.582], [-0.932, 0.860, -2.142], [-0.192, 2.465, -2.204], [0.491, -2.071, -0.205], [-0.291, -0.609, 2.178], [-0.802, -1.366, 0.073], [-1.186, -0.856, 1.191], [0.608, -1.084, 2.141], [-0.743, -0.575, 3.081], [-1.607, -1.492, -0.639], [0.411, -2.662, -1.113], [0.788, -2.719, 0.622], [1.282, -1.329, -0.343]],
  "mulliken_charge": [-1.28, 0.79, -0.44, -0.77, 0.25, 0.20, 0.23, 0.31, 0.34, 0.37, -1.11, -0.33, -0.03, -0.42, 0.19, 0.23, 0.47, 0.30, 0.34, 0.34]
}


## three
{
  "formula": "C4H12N4",
  "method": "ωB97M-V/def2-TZVPD",
  "e_homo_ev": -7.973,
  "homo_lumo_gap_ev": 8.74,
  "e_lumo_ev": 0.765,
  "elements": ["C", "C", "C", "C", "N", "N", "H", "H", "H", "H", "H", "H", "H", "H", "N", "N", "H", "H", "H", "H"],
  "xyz": [[-1.811, -1.071, -0.242], [0.883, 2.214, -0.302], [-0.636, -0.763, 0.641], [0.533, 1.000, -1.120], [-0.181, 1.159, -2.175], [-0.692, -0.156, 1.771], [-0.281, 0.272, -2.681], [-1.586, 0.323, 1.883], [-1.516, -1.545, -1.179], [-2.502, -1.731, 0.296], [0.234, 3.060, -0.546], [0.790, 1.998, 0.766], [-2.344, -0.150, -0.483], [1.924, 2.500, -0.487], [0.633, -1.381, 0.244], [1.646, -1.388, 1.251], [2.236, -0.578, 1.051], [1.174, -1.139, 2.130], [0.511, -2.329, -0.124], [0.984, -0.295, -0.694]],
  "mulliken_charge": [-1.42, -1.09, 0.78, 0.27, -0.75, -0.74, 0.24, 0.25, 0.35, 0.38, 0.33, 0.30, 0.38, 0.26, -0.11, -0.74, 0.27, 0.33, 0.28, 0.42]
}


## four
{
  "formula": "C4H12N4",
  "method": "ωB97M-V/def2-TZVPD",
  "e_homo_ev": -6.720,
  "homo_lumo_gap_ev": 7.56,
  "e_lumo_ev": 0.839,
  "elements": ["C", "C", "N", "N", "N", "H", "H", "H", "H", "H", "H", "H", "C", "C", "N", "H", "H", "H", "H", "H"],
  "xyz": [[-0.889, 1.678, 0.681], [-0.916, -0.702, 0.182], [-1.667, -0.927, 1.286], [-1.143, -1.528, -0.882], [-0.414, 0.548, -0.102], [-1.298, -0.547, 2.144], [-2.076, -1.844, 1.391], [-0.661, -1.222, -1.714], [-1.203, -2.514, -0.666], [-0.474, 2.587, 0.244], [-0.565, 1.649, 1.734], [-1.977, 1.752, 0.649], [1.863, 0.587, -1.269], [1.159, 0.256, 0.039], [1.188, -1.063, 0.513], [1.480, -1.692, -0.233], [1.443, 0.998, 0.805], [1.642, 1.602, -1.612], [2.942, 0.492, -1.129], [1.566, -0.111, -2.059]],
  "mulliken_charge": [-1.10, 0.40, -0.41, -0.49, -0.02, 0.24, 0.23, 0.27, 0.22, 0.30, 0.42, 0.35, -1.28, 0.24, -0.91, 0.23, 0.35, 0.33, 0.35, 0.27]
}


Stability comparison, relative energies in kJ/mol: one 154.1; two 0.0; three 182.4; four 88.7


## one
{
  "formula": "C7H10N2",
  "method": "ωB97M-V/def2-TZVPD",
  "e_homo_ev": -8.824,
  "homo_lumo_gap_ev": 9.81,
  "e_lumo_ev": 0.989,
  "elements": ["C", "C", "C", "C", "C", "C", "C", "H", "H", "H", "H", "H", "H", "H", "H", "H", "H", "N", "N"],
  "xyz": [[0.473, 1.010, -0.448], [1.450, 0.368, 0.678], [-0.075, -0.442, -0.170], [-1.484, -0.745, -0.448], [-2.492, -0.529, 0.400], [1.060, -1.372, -0.559], [2.099, -0.716, -0.072], [-0.959, 2.137, 0.528], [-0.560, 2.615, -1.236], [1.097, 1.053, -1.351], [2.154, 1.038, 1.340], [0.539, -1.143, 1.568], [-1.750, -1.331, -1.409], [-2.282, -0.144, 1.407], [-3.525, -0.791, 0.140], [0.956, -2.176, -1.253], [3.211, -0.794, -0.178], [-0.176, 2.204, -0.209], [0.264, -0.243, 1.272]],
  "mulliken_charge": [-0.42, 0.05, 1.07, -0.57, -0.80, -0.88, -0.46, 0.31, 0.28, 0.44, 0.39, 0.30, 0.20, 0.29, 0.28, 0.42, 0.33, -0.60, -0.64]
}


## two
{
  "formula": "C7H10N2",
  "method": "ωB97M-V/def2-TZVPD",
  "e_homo_ev": -7.892,
  "homo_lumo_gap_ev": 8.73,
  "e_lumo_ev": 0.842,
  "smiles": "C1=CC2(CCC2)N=CN1",
  "elements": ["C", "C", "C", "C", "C", "C", "C", "H", "H", "H", "H", "H", "H", "H", "H", "H", "H", "N", "N"],
  "xyz": [[-1.398, -0.045, 1.957], [-1.300, -0.987, 0.736], [-0.042, -0.069, 0.161], [0.073, 0.515, 1.671], [1.108, -0.797, -0.419], [1.710, -0.401, -1.543], [-0.026, 1.230, -1.747], [-2.125, 0.801, 1.927], [-1.456, -0.578, 2.880], [-2.134, -1.095, 0.068], [-0.873, -1.936, 0.953], [0.803, -0.017, 2.250], [0.338, 1.579, 1.688], [1.527, -1.635, 0.139], [2.538, -0.879, -2.056], [1.102, 0.615, -3.319], [-0.399, 2.064, -2.420], [1.141, 0.642, -2.282], [-0.586, 0.993, -0.644]],
  "mulliken_charge": [-0.54, -1.06, 1.65, -1.08, -0.86, -0.41, -0.09, 0.24, 0.39, 0.35, 0.31, 0.31, 0.36, 0.31, 0.40, 0.26, 0.30, -0.22, -0.63]
}


## three
{
  "formula": "C7H10N2",
  "method": "ωB97M-V/def2-TZVPD",
  "e_homo_ev": -7.616,
  "homo_lumo_gap_ev": 8.42,
  "e_lumo_ev": 0.799,
  "elements": ["C", "C", "C", "C", "C", "C", "C", "N", "N", "H", "H", "H", "H", "H", "H", "H", "H", "H", "H"],
  "xyz": [[0.124, -0.363, 0.063], [-3.065, 1.786, 0.311], [-0.988, -1.033, 0.243], [1.215, 0.338, 0.120], [-1.264, -2.414, -0.197], [1.713, 0.746, -1.278], [2.003, 0.849, 1.241], [-2.152, -0.376, 0.618], [-2.563, 0.721, 0.330], [-1.435, -2.245, -1.231], [-0.526, -3.177, 0.031], [-2.209, -2.769, 0.251], [2.600, -0.006, -1.561], [2.305, 1.739, -1.277], [0.915, 0.661, -2.068], [2.963, 0.345, 1.296], [1.569, 0.779, 2.220], [2.280, 1.864, 1.054], [-3.487, 2.556, -0.167]],
  "mulliken_charge": [0.14, -0.27, -0.02, 0.99, -1.18, -1.18, -1.42, -0.76, 0.47, 0.28, 0.33, 0.34, 0.24, 0.33, 0.33, 0.33, 0.36, 0.38, 0.33]
}


## four
{
  "formula": "C7H10N2",
  "method": "ωB97M-V/def2-TZVPD",
  "e_homo_ev": [-6.841, -6.807],
  "homo_lumo_gap_ev": [7.06, 7.04],
  "e_lumo_ev": [0.221, 0.229],
  "elements": ["C", "C", "C", "C", "C", "C", "C", "N", "N", "H", "H", "H", "H", "H", "H", "H", "H", "H", "H"],
  "xyz": [[2.772, 1.129, -0.564], [2.622, 0.266, 0.205], [-0.620, 0.026, -1.440], [-0.122, -0.236, 0.701], [-0.584, 0.868, -0.179], [-1.933, 1.440, 0.314], [-0.026, -2.656, 0.642], [-0.447, -1.223, -1.167], [-0.145, -1.451, 0.123], [2.883, 1.884, -1.233], [-0.966, 0.331, -2.366], [-0.127, -0.227, 1.804], [0.198, 1.681, -0.366], [-1.950, 2.575, 0.249], [-1.858, 1.227, 1.392], [-2.832, 1.019, -0.131], [2.487, -0.680, 0.508], [0.468, -2.656, 1.680], [0.181, -3.319, -0.172]],
  "mulliken_charge": [-0.69, -0.14, -0.52, -0.98, 0.84, -1.18, -0.53, -0.83, 0.69, 0.48, 0.53, 0.28, 0.19, 0.33, 0.27, 0.34, 0.39, 0.23, 0.29]
}


Stability comparison, relative energies in kJ/mol: one 230.3; two 0.0; three 387.4; four 492.9


## one
{
  "formula": "C5H6O",
  "method": "ωB97M-V/def2-TZVPD",
  "e_homo_ev": -9.889,
  "homo_lumo_gap_ev": 10.90,
  "e_lumo_ev": 1.012,
  "smiles": "C#CC(=C)OC",
  "elements": ["C", "C", "C", "C", "C", "O", "H", "H", "H", "H", "H", "H"],
  "xyz": [[-2.606, 0.346, -0.545], [-1.493, -0.075, -0.405], [0.378, -1.928, 0.097], [0.191, -0.701, -0.286], [1.206, 1.292, 0.332], [1.006, 0.351, -0.684], [-3.404, 0.931, -0.871], [1.423, -2.136, 0.460], [-0.477, -2.494, 0.340], [0.373, 1.170, 0.952], [1.371, 2.270, -0.213], [2.031, 0.974, 0.823]],
  "mulliken_charge": [0.14, -0.66, -0.84, 0.47, -0.68, -0.34, 0.43, 0.24, 0.35, 0.41, 0.17, 0.30]
}


## two
{
  "formula": "C5H6O",
  "method": "ωB97M-V/def2-TZVPD",
  "e_homo_ev": -9.882,
  "homo_lumo_gap_ev": 10.74,
  "e_lumo_ev": 0.860,
  "smiles": "C#C[C@@H](C)C=O",
  "elements": ["C", "C", "C", "O", "C", "C", "H", "H", "H", "H", "H", "H"],
  "xyz": [[-0.168, 1.381, 0.356], [-0.183, -0.151, 0.539], [-1.450, -0.730, -0.092], [-1.564, -0.937, -1.272], [1.008, -0.717, -0.098], [1.994, -1.111, -0.662], [0.744, 1.789, 0.801], [-0.168, 1.617, -0.711], [-1.033, 1.859, 0.829], [-0.191, -0.386, 1.611], [-2.288, -0.936, 0.607], [2.873, -1.452, -1.161]],
  "mulliken_charge": [-1.33, 0.41, -0.13, -0.43, -0.82, 0.22, 0.33, 0.35, 0.36, 0.28, 0.35, 0.42]
}


Stability comparison, relative energies in kJ/mol: one 269.2; two 0.0


## one
{
  "formula": "C5H6O",
  "method": "ωB97M-V/def2-TZVPD",
  "e_homo_ev": -8.927,
  "homo_lumo_gap_ev": 8.95,
  "e_lumo_ev": 0.023,
  "elements": ["C", "C", "O", "C", "C", "C", "H", "H", "H", "H", "H", "H"],
  "xyz": [[-0.297, -1.062, 0.427], [0.900, -0.189, -0.013], [0.405, -0.240, -1.366], [-0.909, -0.198, -0.737], [-1.053, 1.042, 0.084], [0.410, 1.218, 0.384], [-0.226, -2.103, 0.102], [-0.689, -0.980, 1.445], [1.945, -0.484, 0.100], [-1.716, -0.540, -1.382], [0.727, 1.945, -0.383], [0.664, 1.622, 1.369]],
  "mulliken_charge": [-0.63, -0.14, -0.44, 0.09, -0.61, -0.39, 0.30, 0.28, 0.45, 0.45, 0.29, 0.34]
}


## two
{
  "formula": "C5H6O",
  "method": "ωB97M-V/def2-TZVPD",
  "e_homo_ev": -10.086,
  "homo_lumo_gap_ev": 10.44,
  "e_lumo_ev": 0.358,
  "smiles": "C#CC(=O)CC",
  "elements": ["C", "C", "C", "O", "C", "C", "H", "H", "H", "H", "H", "H"],
  "xyz": [[1.169, -0.754, -1.273], [0.598, -0.679, 0.235], [-0.586, 0.241, 0.076], [-1.028, 0.404, -1.042], [-1.208, 1.026, 1.140], [-1.854, 1.778, 1.825], [1.930, -1.525, -1.342], [1.553, 0.209, -1.639], [0.409, -1.024, -2.041], [1.168, -0.418, 1.169], [0.281, -1.702, 0.463], [-2.431, 2.442, 2.430]],
  "mulliken_charge": [-1.02, -0.43, 0.47, -0.47, -0.59, 0.15, 0.36, 0.31, 0.28, 0.31, 0.24, 0.38]
}


Stability comparison, relative energies in kJ/mol: one 223.6; two 0.0